The following is a DFT calculation (ωB97M-V/def2-TZVPD) of a cluster of 2 separate species, C2H2N2O3 in total in a non-equilibrium geometry.

energy above the lowest of the compared OMol25 structures with the same formula, charge and spin	116.71	kcal per mole
largest force on an atom	4.5	eV/A
E_HOMO (spin up / spin down)	-10.0 / -10.0	eV
DFT total energy	-11223.74394	eV
HOMO-LUMO gap (spin up / spin down)	9.2 / 9.2	eV

XYZ file:
```
9
Properties=species:S:1:pos:R:3:forces:R:3:lowdin_charge:R:1
C 0.3910 1.6080 -0.2140 1.04 1.79 -0.10 -0.210
C -0.0927 0.3141 -0.1713 0.57 -2.65 3.57 -0.148
N 0.5339 2.7455 -0.2845 0.28 0.20 0.05 0.205
N -0.9683 0.5585 1.6717 0.38 0.06 -4.09 -0.326
O -1.6001 1.5259 1.8813 -0.64 1.20 0.58 0.104
O -0.7575 -0.4087 2.2873 0.44 -1.64 1.73 0.105
O 0.5786 -0.8445 0.1334 -1.67 0.80 -2.44 0.053
H -0.6930 0.1163 -0.9995 -1.66 -0.41 -0.88 0.128
H 1.2168 -0.8272 0.8084 1.26 0.64 1.57 0.089
```
Positions in Å, forces in eV/Å.